1.
Computed, not measured: C33H74As2Ge2MgN2SSi3 as an isolated structure, with ωB97M-V/def2-TZVPD.

```
118
Properties=species:S:1:pos:R:3
Mg -0.394 -0.246 -0.203
C 1.519 2.882 2.684
C 0.952 1.489 2.951
Ge 1.816 0.108 1.858
C 1.369 -1.706 2.497
C 2.402 -2.725 2.019
C 3.732 0.364 2.000
C 4.259 0.801 0.843
Ge 2.805 0.736 -0.466
C 2.241 2.462 -1.206
C 3.257 3.143 -2.127
C 2.952 -0.801 -1.681
C 3.962 -0.649 -2.822
C 5.653 1.224 0.605
C 6.095 1.500 -0.686
C 7.403 1.892 -0.929
C 8.290 2.020 0.127
C 7.861 1.760 1.424
C 6.556 1.369 1.662
H 1.223 3.594 3.456
H 1.176 3.277 1.725
H 2.610 2.874 2.659
H -0.130 1.461 2.822
H 1.147 1.182 3.984
H 0.352 -2.013 2.239
H 1.390 -1.623 3.588
H 2.372 -2.852 0.934
H 2.253 -3.704 2.476
H 3.414 -2.404 2.268
H 4.310 0.250 2.916
H 2.021 3.103 -0.350
H 1.306 2.284 -1.734
H 4.180 3.382 -1.600
H 2.853 4.081 -2.514
H 3.514 2.520 -2.986
H 1.968 -1.023 -2.096
H 3.230 -1.642 -1.043
H 3.741 0.216 -3.450
H 3.944 -1.530 -3.465
H 4.978 -0.545 -2.445
H 5.408 1.411 -1.521
H 7.727 2.099 -1.941
H 9.311 2.328 -0.054
H 8.549 1.869 2.253
H 6.237 1.184 2.679
C -0.774 3.076 -2.965
N -1.402 2.169 -3.919
C -1.653 2.784 -5.228
C -1.426 0.847 -3.729
S -0.248 0.107 -2.677
N -2.265 0.105 -4.459
C -2.074 -1.318 -4.718
C -3.529 0.620 -4.989
H -1.309 4.024 -2.998
H 0.272 3.251 -3.228
H -0.831 2.672 -1.959
H -0.830 3.469 -5.431
H -2.585 3.348 -5.244
H -1.663 2.028 -6.007
H -1.072 -1.626 -4.441
H -2.225 -1.496 -5.783
H -2.812 -1.902 -4.165
H -3.788 1.557 -4.509
H -4.303 -0.114 -4.761
H -3.495 0.755 -6.070
C -1.664 4.155 0.619
Si -2.695 3.143 1.797
C -2.120 3.296 3.561
C -4.485 3.660 1.759
As -2.524 0.862 1.036
Si -3.287 -0.451 2.887
C -1.887 -0.617 4.102
C -3.725 -2.113 2.156
C -4.745 0.358 3.711
Si -4.322 0.733 -0.532
C -4.211 2.208 -1.673
C -5.996 0.659 0.278
C -4.049 -0.827 -1.520
H -1.612 5.190 0.967
H -2.108 4.161 -0.378
H -0.642 3.776 0.542
H -2.464 4.267 3.929
H -1.040 3.269 3.668
H -2.551 2.535 4.211
H -4.531 4.696 2.107
H -5.092 3.064 2.443
H -4.944 3.628 0.774
H -1.008 -1.095 3.668
H -2.225 -1.237 4.937
H -1.583 0.347 4.510
H -2.907 -2.503 1.549
H -4.618 -2.065 1.530
H -3.921 -2.832 2.956
H -4.465 1.305 4.176
H -5.096 -0.302 4.509
H -5.582 0.538 3.039
H -4.368 3.156 -1.161
H -4.992 2.119 -2.433
H -3.246 2.254 -2.179
H -6.204 1.521 0.910
H -6.130 -0.245 0.871
H -6.750 0.642 -0.515
H -3.050 -0.862 -1.962
H -4.788 -0.890 -2.324
H -4.179 -1.707 -0.890
C -0.462 -4.290 0.973
As -0.491 -2.988 -0.469
C 0.880 -3.686 -1.653
C -2.057 -3.657 -1.400
H -0.512 -5.283 0.528
H -1.333 -4.143 1.608
H 0.438 -4.208 1.572
H 0.652 -4.728 -1.871
H 1.862 -3.621 -1.190
H 0.885 -3.112 -2.579
H -1.886 -4.708 -1.627
H -2.204 -3.106 -2.324
H -2.944 -3.565 -0.777
```

Output
Molar mass   934.66 g/mol
HOMO   -12.504 eV
Multiplicity   1
E   -313015.738 eV
Net charge   +2

Results of the Mulliken charge analysis, in e, for atoms 1 through 2: number 1, Mg, carries 1.187; number 2, C, carries -1.327

***

2.
Computed, not measured: C33H75F18N4OP3Zn as an isolated structure, with ωB97M-V/def2-TZVPD.

```
135
Properties=species:S:1:pos:R:3
Zn -2.133 -9.209 15.477
C -1.609 -11.848 18.989
O -1.556 -11.078 17.845
H -1.286 -11.255 19.844
H -2.556 -12.216 19.383
H -0.947 -12.709 18.891
C -4.260 -18.194 19.510
C -4.999 -17.248 18.532
C -5.512 -15.930 19.106
N -6.441 -15.003 18.254
C -5.725 -14.751 16.911
C -6.836 -13.724 19.097
C -8.311 -13.325 18.809
C -8.837 -14.312 17.794
C -7.947 -15.524 18.109
H -3.280 -17.788 19.765
H -4.044 -19.099 18.943
H -4.749 -18.519 20.428
H -5.627 -17.813 17.844
H -4.251 -17.007 17.777
H -4.717 -15.286 19.482
H -6.123 -16.124 19.988
H -4.925 -14.065 17.191
H -6.393 -14.076 16.375
H -5.403 -15.649 16.383
H -6.083 -12.954 18.933
H -6.760 -14.064 20.130
H -8.378 -12.373 18.283
H -8.896 -13.373 19.728
H -8.748 -13.994 16.755
H -9.890 -14.529 17.973
H -7.882 -16.319 17.366
H -8.208 -15.929 19.087
C -5.129 -10.039 23.066
C -5.753 -8.571 22.752
C -7.300 -8.713 22.877
N -8.153 -7.529 22.417
C -7.584 -6.267 23.157
C -8.032 -7.402 20.871
C -9.172 -6.510 20.504
C -10.290 -6.782 21.514
C -9.652 -7.755 22.529
H -4.045 -10.149 23.071
H -5.475 -10.711 22.280
H -5.684 -10.379 23.940
H -5.396 -8.209 21.787
H -5.564 -7.868 23.563
H -7.607 -8.837 23.915
H -7.678 -9.642 22.451
H -6.563 -6.139 22.799
H -7.692 -6.665 24.166
H -8.153 -5.353 22.984
H -7.016 -7.029 20.743
H -8.131 -8.406 20.458
H -8.977 -5.438 20.497
H -9.445 -6.654 19.459
H -10.610 -5.879 22.035
H -11.173 -7.349 21.222
H -10.154 -7.712 23.496
H -9.833 -8.756 22.137
C 0.257 -14.889 14.372
C 1.702 -14.369 14.320
C 2.029 -13.415 15.505
N 3.477 -12.961 15.533
C 4.351 -14.200 15.842
C 3.700 -11.825 16.540
C 4.839 -10.901 15.942
C 5.254 -11.574 14.618
C 4.051 -12.265 14.216
H 0.017 -15.343 13.411
H -0.420 -14.067 14.607
H 0.162 -15.625 15.170
H 1.832 -13.868 13.360
H 2.335 -15.245 14.178
H 1.886 -13.867 16.486
H 1.360 -12.554 15.498
H 5.238 -13.939 16.419
H 4.750 -14.722 14.972
H 3.772 -14.903 16.442
H 4.090 -12.214 17.481
H 2.787 -11.254 16.706
H 5.600 -10.600 16.662
H 4.399 -9.927 15.730
H 6.232 -12.010 14.820
H 5.564 -10.794 13.922
H 4.207 -13.090 13.521
H 3.185 -11.706 13.861
C -1.185 -4.931 21.118
C -0.468 -6.230 21.522
C 0.527 -6.022 22.682
N 1.795 -6.904 22.683
C 2.595 -6.461 21.403
C 2.582 -6.814 24.041
C 2.051 -7.961 24.919
C 1.746 -9.116 23.915
C 1.455 -8.429 22.534
H -1.241 -4.137 21.862
H -2.143 -5.344 20.801
H -0.693 -4.511 20.242
H 0.079 -6.648 20.676
H -1.182 -7.022 21.747
H 0.013 -6.348 23.586
H 0.800 -4.972 22.783
H 2.156 -6.295 20.420
H 3.266 -7.299 21.212
H 3.180 -5.624 21.784
H 3.642 -6.999 23.862
H 2.540 -5.801 24.440
H 2.796 -8.248 25.661
H 1.160 -7.636 25.456
H 2.508 -9.892 23.981
H 0.801 -9.597 24.167
H 1.997 -8.912 21.721
H 0.418 -8.559 22.226
P -5.502 -7.705 16.077
F -4.181 -7.067 15.451
F -5.920 -6.212 16.630
F -6.337 -7.442 14.716
F -6.799 -8.425 16.796
F -5.030 -9.159 15.610
F -4.639 -8.000 17.484
P 1.140 -6.598 15.289
F 2.091 -7.023 16.485
F -0.309 -6.842 16.052
F 1.238 -5.051 15.835
F 0.185 -6.137 14.016
F 2.436 -6.530 14.379
F 0.861 -8.242 15.029
P -1.930 -10.701 11.657
F -0.319 -10.776 11.386
F -1.799 -9.211 12.217
F -2.328 -10.127 10.240
F -3.471 -10.675 12.168
F -2.071 -12.293 11.261
F -1.511 -11.027 13.174
```

Output
Molar mass   1044.27 g/mol
HOMO   -11.683 eV
Multiplicity   1
E   -168637.144 eV
Net charge   +2

Results of the Mulliken charge analysis, in e, for atoms 1 through 2: number 1, Zn, carries 1.617; number 2, C, carries -0.465

***

3.
Computed, not measured: a 11-piece molecular cluster, C33H77N11O11 overall, with ωB97M-V/def2-TZVPD.

```
132
Properties=species:S:1:pos:R:3
C -14.039 10.413 -16.750
N -13.127 11.283 -17.484
C -11.809 11.330 -17.295
C -11.085 10.419 -16.354
O -11.199 12.271 -17.768
H -15.025 10.876 -16.691
H -13.720 10.411 -15.708
H -14.149 9.403 -17.146
H -13.546 11.879 -18.183
H -11.470 10.526 -15.340
H -10.011 10.592 -16.435
H -11.212 9.368 -16.613
C -20.960 -6.977 -12.780
N -21.027 -6.675 -11.356
C -22.072 -6.063 -10.727
C -21.801 -5.596 -9.307
O -23.091 -5.703 -11.296
H -20.159 -6.420 -13.266
H -21.851 -6.667 -13.326
H -20.739 -8.029 -12.963
H -20.191 -6.662 -10.789
H -20.845 -5.991 -8.965
H -22.603 -5.862 -8.618
H -21.726 -4.508 -9.308
C -18.851 3.986 -14.180
N -18.777 3.073 -13.038
C -18.130 1.919 -13.017
C -18.441 1.043 -11.817
O -17.238 1.672 -13.762
H -19.776 3.783 -14.718
H -17.971 3.762 -14.783
H -18.828 5.008 -13.803
H -19.398 3.302 -12.274
H -18.388 -0.011 -12.092
H -19.466 1.094 -11.450
H -17.807 1.241 -10.953
C -25.293 3.729 -17.055
N -25.321 2.440 -16.330
C -24.420 1.460 -16.433
C -24.466 0.363 -15.400
O -23.521 1.489 -17.244
H -25.295 4.437 -16.226
H -26.166 3.811 -17.702
H -24.404 3.862 -17.672
H -26.040 2.390 -15.621
H -24.811 -0.513 -15.950
H -25.210 0.515 -14.618
H -23.504 0.135 -14.940
C -23.038 12.914 -16.878
N -23.409 11.936 -15.868
C -22.738 10.828 -15.653
C -23.136 9.982 -14.450
O -21.752 10.495 -16.306
H -22.569 13.711 -16.301
H -24.000 13.312 -17.201
H -22.467 12.611 -17.755
H -24.188 12.173 -15.271
H -22.937 8.921 -14.604
H -24.156 10.051 -14.073
H -22.674 10.397 -13.555
C -15.093 -5.069 -17.039
N -15.259 -6.499 -16.872
C -14.562 -7.288 -16.044
C -14.874 -8.726 -16.034
O -13.738 -6.880 -15.245
H -16.078 -4.687 -17.310
H -14.304 -4.891 -17.770
H -14.716 -4.542 -16.163
H -16.078 -6.930 -17.275
H -14.151 -9.280 -16.633
H -15.862 -8.976 -16.421
H -14.881 -9.048 -14.993
C -20.144 -1.773 -3.457
N -18.963 -2.594 -3.735
C -17.831 -2.130 -4.195
C -16.739 -3.126 -4.484
O -17.574 -0.915 -4.365
H -20.580 -2.084 -2.508
H -20.901 -2.049 -4.191
H -19.927 -0.705 -3.490
H -19.048 -3.599 -3.781
H -16.943 -4.106 -4.053
H -15.762 -2.778 -4.148
H -16.665 -3.329 -5.552
C -16.556 11.126 -10.744
N -15.391 11.880 -10.377
C -15.325 13.222 -10.343
C -13.997 13.820 -9.932
O -16.266 13.955 -10.624
H -17.375 11.290 -10.045
H -16.441 10.042 -10.761
H -16.945 11.576 -11.657
H -14.618 11.349 -10.004
H -13.440 14.325 -10.721
H -13.272 13.064 -9.631
H -14.027 14.372 -8.992
C -9.213 -4.443 -11.199
N -9.025 -2.999 -11.175
C -9.983 -2.114 -10.923
C -11.440 -2.570 -10.709
O -9.679 -0.911 -11.010
H -10.208 -4.730 -10.859
H -8.462 -4.953 -10.596
H -9.141 -4.809 -12.224
H -8.093 -2.628 -11.299
H -12.083 -1.694 -10.626
H -11.597 -3.181 -9.821
H -11.715 -3.255 -11.511
C -8.252 6.869 -11.617
N -9.440 6.077 -11.879
C -10.683 6.302 -11.413
C -11.770 5.373 -11.876
O -10.882 7.235 -10.634
H -8.457 7.567 -10.806
H -7.915 7.470 -12.461
H -7.456 6.206 -11.279
H -9.256 5.237 -12.409
H -11.502 4.969 -12.852
H -12.781 5.779 -11.885
H -11.731 4.539 -11.175
C -24.301 4.224 -9.023
N -24.141 5.379 -8.127
C -23.032 6.128 -8.030
C -23.035 7.269 -7.013
O -22.093 5.963 -8.763
H -23.558 3.508 -8.674
H -24.210 4.431 -10.089
H -25.253 3.775 -8.740
H -24.932 5.642 -7.557
H -23.758 7.210 -6.199
H -23.078 8.226 -7.532
H -22.049 7.415 -6.572
```

Output
Molar mass   804.04 g/mol
HOMO   -9.147 eV
SMILES   CNC(C)=O.CNC(C)=O.CNC(C)=O.CNC(C)=O.CNC(C)=O.CNC(C)=O.CNC(C)=O.CNC(C)=O.CNC(C)=O.CNC(C)=O.CNC(C)=O
Multiplicity   1
E   -74385.089 eV

Results of the Mulliken charge analysis, in e, for atoms 1 through 2: number 1, C, carries -0.839; number 2, N, carries -0.156

***

The HOMO-LUMO gap results, record by record, are as follows: 7.703 4.780 9.331 eV.
The ΔE to the lowest compared entry with this formula, charge and spin results, record by record, are as follows: 0.00 0.00 102.83 kcal/mol.